Record 1
Here is C46H35GaN5P2SSe2 as an isolated structure in a non-equilibrium geometry from the OMol25 dataset. Energies are from the ωB97M-V functional and the def2-TZVPD basis.

CARTESIAN COORDINATES (ANGSTROEM)
Ga 0.151 0.105 0.164
Se -1.688 0.267 6.529
P 0.082 1.188 5.935
C 1.668 0.561 6.553
C 1.717 -0.434 7.515
C 2.947 -0.886 7.964
C 4.113 -0.346 7.446
C 4.058 0.646 6.478
C 2.837 1.110 6.033
C 0.085 2.939 6.384
C -0.172 3.958 5.486
C -0.291 5.259 5.942
C -0.165 5.534 7.294
C 0.080 4.508 8.196
C 0.200 3.209 7.743
C 0.308 0.962 4.161
C 0.062 1.437 2.868
N 0.249 0.355 2.074
N 0.559 -0.691 2.804
N 0.592 -0.350 4.043
P -0.092 2.981 1.964
Se -0.209 2.564 -0.196
C -1.714 3.716 2.341
C -2.764 2.808 2.200
C -4.070 3.226 2.341
C -4.338 4.555 2.634
C -3.297 5.455 2.780
C -1.982 5.050 2.624
C 1.505 3.799 2.306
C 2.600 2.979 2.021
C 3.881 3.404 2.315
C 4.081 4.654 2.882
C 2.998 5.486 3.120
C 1.709 5.066 2.835
H 0.793 -0.848 7.899
H 2.997 -1.659 8.715
H 5.073 -0.697 7.793
H 4.970 1.059 6.071
H 2.784 1.892 5.284
H -0.284 3.722 4.432
H -0.490 6.056 5.242
H -0.261 6.548 7.646
H 0.174 4.719 9.251
H 0.365 2.390 8.432
H -2.552 1.768 1.971
H -4.876 2.518 2.218
H -5.357 4.888 2.752
H -3.505 6.489 3.007
H -1.186 5.772 2.718
H 2.455 2.008 1.554
H 4.718 2.757 2.100
H 5.077 4.981 3.137
H 3.153 6.471 3.532
H 0.882 5.733 3.025
N 1.906 -0.142 -0.267
C 2.702 -1.131 -0.384
C 4.143 -0.828 -0.349
C 5.043 -1.724 0.228
C 6.379 -1.378 0.340
C 6.826 -0.152 -0.127
C 5.934 0.739 -0.703
C 4.598 0.408 -0.808
C 2.280 -2.533 -0.526
C 1.195 -3.007 0.210
C 0.785 -4.320 0.074
C 1.438 -5.162 -0.812
C 2.512 -4.692 -1.554
C 2.942 -3.385 -1.407
H 4.691 -2.671 0.608
H 7.073 -2.065 0.798
H 7.871 0.109 -0.043
H 6.283 1.692 -1.067
H 3.889 1.090 -1.256
H 0.719 -2.357 0.945
H -0.034 -4.690 0.672
H 1.116 -6.187 -0.920
H 3.018 -5.346 -2.247
H 3.775 -3.017 -1.988
S -4.169 0.079 -0.943
C -2.490 -0.201 -1.021
N -1.906 -0.566 0.089
C -2.811 -0.687 1.124
C -2.573 -1.141 2.423
C -3.616 -1.156 3.324
C -4.897 -0.746 2.956
C -5.168 -0.342 1.663
C -4.122 -0.327 0.753
H -1.943 -0.065 -1.942
H -1.595 -1.496 2.704
H -3.438 -1.499 4.330
H -5.694 -0.771 3.683
H -6.163 -0.055 1.368

Computed properties:
strongest force on any atom = 1.5 eV Å⁻¹
total charge = +1
LUMO level = -0.1090 hartree
2S+1 = 1
HOMO energy = -9.92 eV

Results of the Löwdin charge analysis, in e, for atoms 1 through 4: Ga 0.304; Se 0.309; P 0.484; C -0.358

Record 2
Here is a 2-piece molecular cluster, C15H18ClO4 overall in a non-equilibrium geometry from the OMol25 dataset. Energies are from the ωB97M-V functional and the def2-TZVPD basis.

CARTESIAN COORDINATES (ANGSTROEM)
C -3.573 0.213 2.541
C -2.280 0.992 2.552
O -1.182 0.065 2.487
C 0.025 0.691 2.486
C 1.162 -0.264 2.372
C 2.396 0.244 2.311
O 0.141 1.905 2.566
H -4.404 0.919 2.554
H -3.671 -0.400 1.639
H -3.666 -0.424 3.426
H -2.236 1.668 1.687
H -2.201 1.585 3.473
H 0.865 -1.314 2.343
H 3.275 -0.370 2.187
H 2.507 1.325 2.374
C 0.756 -5.634 1.468
C 2.104 -5.246 0.917
O 2.514 -4.014 1.541
C 3.692 -3.571 0.999
C 4.306 -2.488 1.743
C 5.586 -1.994 1.439
C 6.261 -2.381 0.231
C 7.534 -1.917 -0.069
Cl 8.275 -2.407 -1.537
C 8.202 -1.036 0.799
C 7.565 -0.644 1.988
C 6.299 -1.107 2.313
O 4.118 -4.124 -0.027
H 0.531 -6.658 1.164
H 0.714 -5.586 2.561
H -0.028 -5.000 1.044
H 2.846 -6.030 1.128
H 2.042 -5.108 -0.169
H 3.796 -2.195 2.654
H 5.765 -3.073 -0.434
H 9.187 -0.673 0.523
H 8.081 0.046 2.655
H 5.821 -0.816 3.255

Computed properties:
strongest force on any atom = 2.2 eV Å⁻¹
total charge = -1
LUMO level = 0.0977 hartree
2S+1 = 1
HOMO energy = -2.83 eV

Results of the Löwdin charge analysis, in e, for atoms 1 through 4: C -0.082; C -0.246; O -0.016; C -0.491

Number 1: electronic energy -268198.6794 eV. Number 2: electronic energy -36560.4188 eV.